Entry 1:
A structure of composition C21H94AsF6N42O26 at a distorted geometry. Source: the OMol25 dataset; level of theory: the ωB97M-V functional and the def2-TZVPD basis.

The total energy is -216286.1590 eV. The HOMO energy comes out at -0.2459 hartree. The net charge is -1.

Last column: Löwdin charge in e.
CARTESIAN COORDINATES (ANGSTROEM)
O -5.772 -0.167 -4.272  0.079
N 6.267 -0.808 1.592  0.211
H -3.803 -2.350 -6.519  0.089
N -5.473 0.943 -6.185  0.164
As -0.120 -0.544 0.496  1.022
H -3.163 -5.313 -5.551  0.125
C -4.360 3.176 0.980  -0.823
H 1.984 1.574 1.018  0.009
N -0.502 -3.573 3.893  0.204
N -4.594 -4.244 3.164  0.183
H -4.098 -0.201 2.927  0.102
H -5.561 0.379 -2.550  0.057
H 5.639 2.828 2.645  0.084
H -5.524 1.626 -1.422  0.122
H -4.500 -4.158 -2.653  0.066
H -0.550 -0.854 -3.227  0.079
H -1.237 3.382 4.089  0.100
H 3.626 -3.501 2.496  -0.038
H -0.614 -2.754 3.312  0.080
O -6.258 -3.128 2.322  -0.010
N -4.131 -0.573 -5.615  0.175
O 1.326 -3.202 -4.044  0.019
H 0.982 5.356 2.780  0.098
O 1.755 -0.321 6.606  0.020
C -3.618 3.164 6.970  -0.674
N -3.669 -3.292 -6.180  0.187
H 0.814 4.746 -0.991  0.096
O 3.135 -6.602 -1.491  0.022
O 4.523 -1.759 2.630  0.031
N 3.131 3.249 4.362  0.175
H -3.992 -4.093 -6.704  0.124
C -1.113 -4.639 3.408  -0.782
N -4.018 1.887 7.213  0.154
C -2.603 0.270 4.182  -0.757
F -1.231 -1.668 1.291  -0.237
O -5.541 2.933 1.072  0.050
C 2.663 -5.635 -2.067  -0.758
N -3.072 3.333 5.776  0.154
N -5.419 0.634 -1.584  0.211
H -3.792 -1.263 -4.960  0.066
H 0.612 -3.847 0.639  0.010
N -1.451 3.633 3.134  0.190
N -4.134 -2.772 1.730  0.199
H 1.838 5.182 -3.900  0.107
H 3.236 -2.097 5.834  0.112
H -0.318 -7.091 -0.108  0.059
H 4.273 -4.667 -2.473  0.112
H 0.877 -5.322 0.849  -0.026
N 1.722 4.179 -3.908  0.180
H -0.554 -7.117 1.388  0.055
H 3.209 -2.627 -2.066  0.094
H 4.826 0.305 -1.512  0.051
N 5.348 -0.546 -1.666  0.175
N -2.352 1.849 -2.449  0.196
H 3.477 0.067 1.521  0.095
F 1.180 -0.842 1.750  -0.268
O -3.375 -2.688 -4.045  0.024
O -4.493 -0.159 0.270  0.015
H -2.675 -3.602 -2.385  0.050
O -0.010 -6.709 0.714  -0.024
H -2.451 2.399 0.672  0.092
H -5.292 -5.572 -2.001  0.125
N 4.457 0.201 1.725  0.169
C 4.834 -1.719 -1.825  -0.818
H 6.086 4.465 -1.628  0.115
C -5.128 0.068 -5.236  -0.797
H 4.891 3.361 -0.918  0.077
H 1.742 2.953 1.593  0.052
O 3.608 -4.438 2.300  -0.079
N -3.829 4.317 1.323  0.161
H 6.731 0.065 1.385  0.124
H 2.707 1.886 -1.570  -0.009
H 1.196 5.856 -2.288  0.096
H 2.734 -4.087 -3.241  0.055
O 6.533 2.941 0.988  0.005
O -3.247 -5.811 -0.376  -0.001
H 3.510 5.342 1.107  0.103
H 0.697 -5.755 -1.338  0.062
C -3.407 -4.997 -1.287  -0.747
H -2.351 3.600 2.676  0.075
H -1.895 1.225 -1.798  0.069
N -4.545 -4.893 -1.962  0.182
N 0.288 4.742 3.183  0.178
H 0.883 -4.744 -2.610  0.061
H 8.268 4.373 0.550  0.131
O 2.437 0.716 -6.315  0.035
C 1.329 3.839 -2.702  -0.728
N -2.843 2.476 -4.430  0.185
H 2.857 2.352 3.987  0.107
C -4.827 -0.248 -0.887  -0.770
H -2.917 -5.049 -3.853  0.107
H -4.355 -1.999 1.118  0.074
H -1.327 -6.497 3.696  0.125
N -3.449 2.400 0.522  0.180
H -4.278 1.674 8.166  0.107
O 3.541 1.767 -1.115  -0.073
H -0.975 -1.251 -5.094  0.081
N 0.175 -1.546 -3.103  0.196
N 4.679 2.851 2.959  0.171
H 2.774 -4.573 1.851  -0.037
O 1.765 7.423 -0.457  0.037
H -3.063 2.544 5.146  0.050
H 2.822 -0.766 -4.612  0.121
H 2.961 6.944 2.338  0.116
N 0.838 -0.715 4.578  0.179
H -3.218 -3.198 1.700  0.071
O -1.831 -4.598 2.437  0.003
O -3.742 4.053 7.866  -0.046
H -2.837 4.435 1.169  0.057
H 2.210 8.388 1.586  0.129
C 1.750 -0.800 5.486  -0.785
N 3.034 5.750 0.316  0.184
H 0.207 4.777 4.189  0.121
N -4.417 -1.243 -1.625  0.198
H 3.013 -0.903 -1.671  0.100
H -3.400 1.436 2.803  0.084
H -0.506 -2.812 -5.709  0.108
N 1.325 -5.483 -2.082  0.159
C 0.470 -2.344 -4.071  -0.734
H -0.578 -5.576 5.060  0.121
N 3.581 -1.699 -1.924  0.207
H -1.713 -4.037 -0.865  0.116
N 5.719 3.936 -0.850  0.186
H -3.645 -4.558 3.017  0.072
H 2.705 3.823 5.076  0.119
H 1.887 3.469 -4.608  0.099
N -2.444 -4.130 -1.556  0.193
H 7.495 5.404 -0.746  0.126
N 7.544 4.621 -0.110  0.171
H 3.408 2.175 -0.259  -0.008
H -4.028 1.194 6.479  0.090
O 1.266 -4.457 0.979  -0.052
O -1.878 1.068 4.756  -0.007
N 2.668 -1.677 5.112  0.163
H -6.354 1.436 -6.172  0.118
H 6.735 -1.703 1.579  0.147
O 1.274 2.692 -2.312  0.020
H -3.206 -1.653 3.901  0.097
H 1.157 -0.846 3.629  0.068
H 0.638 -1.696 -2.218  0.059
C -5.045 -3.370 2.393  -0.840
H 3.669 0.398 -3.482  0.080
H -3.553 -0.355 -6.414  0.135
N -0.479 -2.122 -4.973  0.166
H -2.092 -1.331 5.201  0.119
H 3.940 2.557 -5.977  0.108
H -0.035 -3.750 4.771  0.113
O -1.442 0.874 -4.297  0.046
O -0.826 4.644 1.238  0.033
C -0.721 4.426 2.432  -0.782
O 2.441 2.360 1.316  -0.043
O 5.475 -2.737 -2.013  0.030
F -0.753 1.021 1.351  -0.286
N 2.573 7.446 1.552  0.174
H 4.914 0.878 1.131  0.077
C 4.273 3.624 3.871  -0.853
N -3.372 -4.786 -4.716  0.193
N 3.125 0.144 -4.294  0.206
H -4.381 5.035 1.770  0.127
H 6.347 -0.424 -1.749  0.118
F 0.515 -1.978 -0.494  -0.292
N 3.741 2.094 -5.102  0.137
N -2.615 -1.004 4.401  0.194
H 0.066 -0.107 4.811  0.082
H 2.857 -2.074 4.203  0.075
C 3.064 0.940 -5.303  -0.771
N 3.298 -4.747 -2.726  0.179
H -3.879 1.565 0.150  0.056
O 4.810 4.630 4.258  0.012
H -4.626 -1.217 -2.612  0.065
H 4.483 2.120 -4.417  0.100
H -3.526 3.116 -4.051  0.131
H 4.025 2.221 2.518  0.044
H -3.009 2.106 -5.355  0.108
N -1.088 -5.650 4.192  0.191
F -1.338 -0.374 -0.781  -0.254
C 5.131 -0.843 2.081  -0.771
H -2.682 2.733 -2.089  0.100
H -3.540 -1.691 -1.402  0.089
H -5.243 -4.901 3.572  0.127
H 2.954 5.061 -0.418  0.083
H -2.866 4.282 5.496  0.107
C 2.362 6.870 0.426  -0.818
H -4.799 1.109 -6.919  0.101
C 6.631 3.731 0.043  -0.755
C -3.430 -3.510 -4.917  -0.767
N -3.534 0.558 3.283  0.216
C -2.140 1.699 -3.772  -0.796
F 1.028 0.487 -0.348  -0.246
N 1.085 4.911 -1.950  0.173

***

Entry 2:
A cluster of 2 separate species, C9H11N4 in total at a distorted geometry. Source: the OMol25 dataset; level of theory: the ωB97M-V functional and the def2-TZVPD basis.

The total energy is -15458.2351 eV. Its expectation value of S² is 2.03. The HOMO energy (alpha / beta) comes out at -0.3019 / -0.4366 hartree. The net charge is +1. Its multiplicity is 3. The energy above the lowest of the compared OMol25 structures with the same formula, charge and spin comes out at 53.4 kcal/mol.

Last column: Löwdin charge in e.
CARTESIAN COORDINATES (ANGSTROEM)
H 1.301 0.441 -5.315  0.132
C -0.113 -1.374 3.416  -0.051
C 0.582 0.184 1.349  -0.036
C 0.826 2.035 -2.538  0.020
H 0.651 1.979 -0.423  0.152
H 2.564 1.422 -4.943  0.066
C -0.150 -0.727 2.183  -0.092
C -1.228 -1.123 1.292  -0.282
H 0.635 3.502 -1.221  0.084
H 2.710 0.009 -4.188  0.153
C 0.277 2.555 -1.424  -0.024
C -2.190 -2.476 2.731  -0.128
H -1.668 -0.498 -0.642  0.153
H 0.623 -1.144 4.140  0.103
H 1.453 0.599 1.569  0.068
N -2.222 -1.950 1.487  0.130
H -3.078 -3.114 3.086  0.139
C 1.913 0.802 -4.464  -0.035
H -1.086 -2.831 4.651  0.146
N -0.039 0.324 0.173  -0.017
C -1.105 -2.310 3.606  -0.085
H -0.844 2.638 -1.394  0.148
N 1.376 1.390 -3.335  0.174
N -1.189 -0.333 0.204  0.082

***

Entry 3:
The ion C4H9BrNO with charge +1 at a distorted geometry. Source: the OMol25 dataset; level of theory: the ωB97M-V functional and the def2-TZVPD basis.

The total energy is -77866.3820 eV. The HOMO energy comes out at -0.5564 hartree. The net charge is +1. The energy above the lowest of the compared OMol25 structures with the same formula, charge and spin comes out at 0.9 kcal/mol.

Last column: Löwdin charge in e.
CARTESIAN COORDINATES (ANGSTROEM)
H -1.864 1.224 0.166  0.108
Br 3.771 0.604 0.074  0.932
H -1.541 -1.429 -1.178  0.130
C 2.136 -0.193 0.352  -0.860
N -0.303 -0.188 0.054  -0.231
H 0.790 1.383 1.122  0.158
C -0.652 -0.751 -1.250  0.014
O 1.910 -1.352 0.542  0.051
H 0.022 -0.830 0.788  0.153
H -0.936 0.160 -1.822  0.123
C -1.551 0.347 0.720  0.014
H -1.302 0.464 1.812  0.132
H 0.863 1.409 -0.618  0.124
C 0.867 0.737 0.213  -0.097
H 0.229 -1.281 -1.723  0.135
H -2.439 -0.303 0.747  0.115

***

net charge of number 3 (C4H9BrNO)? +1

***

Which value of net charge does entry 3 give? +1

***

Look up the net charge of the third one. +1